# 1
DFT (the ωB97M-V functional and the def2-TZVPD basis) results for an isolated molecule of C12H16ClNO4Si.

- Total energy: -42787.292 eV
- Largest force on an atom: 0.07005 hartree/bohr
- Orbital gap: 9.3 eV
- M: 301.80 g mol⁻¹
- 2S+1: 1
- HOMO level: -8.5 eV
- SMILES: Clc1cccc(O[Si]23OCCN(CCO2)CCO3)c1

XYZ file:
```
35
Properties=species:S:1:pos:R:3:forces:R:3
Cl -6.2333 -0.8028 -2.1401 0.06 0.29 0.10
C -4.9075 -0.2349 -1.1525 -0.05 -0.05 -0.67
C -5.0346 -0.1926 0.1992 -0.36 -0.32 1.88
C -3.9075 -0.0009 0.9909 0.12 -0.44 -0.02
C -2.6704 0.1334 0.4121 0.37 0.12 -0.86
C -2.5281 0.2384 -0.9919 -3.28 -0.42 1.44
O -1.3535 0.4936 -1.5465 2.37 0.25 -0.40
Si 0.0959 0.3364 -0.7264 0.59 0.44 0.99
O 0.4422 -1.2558 -0.4546 -1.45 0.94 -0.44
C 1.6694 -1.6882 -0.9440 0.92 -0.96 -0.31
C 2.7115 -1.5964 0.1481 0.13 2.11 1.31
N 2.8715 -0.1577 0.6787 0.21 -0.53 -1.75
C 3.4298 0.8712 -0.2726 -1.31 -0.80 1.29
C 2.3227 1.7600 -0.8799 1.17 1.04 0.12
O 1.3327 1.0562 -1.5595 -1.85 -1.08 -0.39
C 2.1576 0.3158 1.8706 0.70 -1.03 -0.47
C 0.6249 0.2897 1.8496 -0.28 -1.13 1.06
O 0.0496 1.0380 0.8070 0.18 -0.07 -1.82
C -3.7102 0.0639 -1.7659 1.81 -0.20 -0.33
H -5.9378 -0.4547 0.7345 -0.27 0.12 -0.43
H -3.9489 -0.0918 2.0784 -0.25 0.12 -0.36
H -1.7809 0.1368 1.0160 -0.21 0.19 0.18
H 1.9606 -1.0412 -1.7682 0.33 -0.29 -0.24
H 1.5688 -2.7222 -1.3196 0.07 0.31 0.19
H 3.6775 -1.9541 -0.2141 0.05 0.07 0.03
H 2.4293 -2.1864 1.0307 -0.01 -0.03 -0.30
H 4.1888 1.4863 0.2386 -0.41 0.06 0.02
H 3.9880 0.3384 -1.0284 -0.07 -0.22 -0.45
H 2.7692 2.4517 -1.6067 0.06 -0.11 0.10
H 1.8223 2.3827 -0.1329 0.43 -0.07 0.28
H 2.5987 -0.2587 2.7106 -0.81 0.20 0.02
H 2.4788 1.3270 2.0146 0.19 0.76 0.13
H 0.2037 0.6872 2.7874 0.41 0.02 -0.15
H 0.2593 -0.7602 1.7846 0.36 0.52 0.12
H -3.6401 -0.0079 -2.8477 0.07 0.20 0.13
```
Forces are in eV/Å.



# 2
DFT (the ωB97M-V functional and the def2-TZVPD basis) results for a structure of composition C43H58BiBrF3N5O5S2Si.

- Total energy: -176794.018 eV
- Largest force on an atom: 0.10281 hartree/bohr
- Orbital gap (spin up / spin down): 6.5 / 5.7 eV
- M: 1163.07 g mol⁻¹
- 2S+1: 2
- Expectation value of S²: 0.753
- Net charge: -1
- HOMO level (spin up / spin down): -5.4 / -5.4 eV

XYZ file:
```
119
Properties=species:S:1:pos:R:3:forces:R:3
Bi -2.4239 -20.2867 -4.0783 -0.97 0.62 0.83
C 1.8733 -25.4086 -4.9275 -0.90 -1.28 -1.58
O 1.6524 -24.7017 -6.2048 0.64 0.03 1.43
C 0.5194 -25.0409 -6.8794 0.16 -1.38 0.98
C 0.3014 -26.3751 -7.1964 -1.66 -0.10 -0.42
C -0.9722 -26.7478 -7.6832 2.30 0.29 1.24
C -1.8749 -25.7476 -7.9404 -1.14 -2.96 -2.20
C -1.5945 -24.4456 -7.7859 -0.12 1.34 0.94
C -0.4806 -24.1017 -7.0332 0.55 0.72 -0.70
N -0.2690 -22.8204 -6.5229 0.25 0.02 -0.27
C -1.1774 -22.1553 -5.7789 -0.15 0.31 0.71
N -2.4393 -22.1879 -5.9487 -0.09 1.26 1.74
C -10.4376 -23.5575 0.4379 3.41 -1.83 -0.72
C -11.5498 -23.1284 0.2618 -4.62 2.45 0.76
C -12.3073 -22.2467 -0.4630 3.33 0.12 -3.74
C -11.4290 -22.0554 -1.6711 -0.14 -2.43 2.41
C -10.2169 -22.8350 -1.8034 -2.00 2.11 -1.66
C -9.6654 -23.5153 -0.7563 1.30 0.18 1.09
O -8.4173 -24.0000 -0.8660 1.42 -1.40 0.52
C -7.2007 -23.2076 -1.1433 -2.33 0.28 1.36
N -0.6458 -21.3620 -4.7567 -1.49 0.75 -0.66
C 0.5245 -21.5768 -4.0345 2.87 -0.58 -0.63
C 0.5295 -22.4153 -2.9211 -1.57 -0.57 -0.40
C 1.6816 -22.8112 -2.2655 0.75 -0.30 -0.75
C 2.8865 -22.4881 -2.8507 1.42 0.32 -0.74
C 3.0256 -21.7148 -4.0094 -2.29 0.76 0.66
C 1.8405 -21.1479 -4.5259 -0.28 0.03 -0.71
O 1.9293 -20.1840 -5.5737 0.39 -2.86 1.96
C 1.3243 -19.0241 -5.0884 0.86 1.84 -0.52
H 2.1019 -24.7411 -4.1609 0.20 1.62 0.97
H 2.7460 -26.0621 -5.0059 -0.24 -0.17 -0.33
H 0.9688 -25.9896 -4.6088 0.74 0.44 -0.55
H 1.0458 -27.1120 -6.9639 0.31 -0.16 0.00
H -1.2110 -27.7890 -7.7888 -0.12 -0.21 -0.29
H -2.7111 -26.1685 -8.5166 -0.26 1.01 0.44
H -2.2878 -23.7088 -8.1249 -0.24 0.34 -0.17
H 0.5679 -22.6351 -6.0376 1.99 -0.66 -0.28
H -2.7127 -22.6337 -6.7655 -0.60 -0.81 -1.45
H -13.2535 -21.7758 -0.5794 -0.66 -0.09 1.03
H -11.7328 -21.4355 -2.4861 -0.41 0.20 -0.36
H -9.7864 -22.9040 -2.8186 0.19 0.39 0.83
H -7.5114 -22.1917 -0.9274 0.31 0.48 -0.43
H -6.9558 -23.3806 -2.1601 0.54 0.04 -0.83
H -6.4015 -23.4374 -0.4306 -0.34 -0.50 -0.26
H -0.4594 -22.8945 -2.7525 0.75 0.49 0.50
H 1.7588 -23.5497 -1.4896 -0.66 0.03 0.48
H 3.8473 -22.8461 -2.4893 -0.33 -0.23 0.49
H 4.0048 -21.4649 -4.3735 0.05 0.15 -0.32
H 0.2742 -19.2075 -4.9303 -0.19 0.32 0.73
H 1.4000 -18.4094 -5.9695 -0.20 0.93 -0.13
H 1.9285 -18.5061 -4.2605 -1.14 -0.98 -0.81
H -1.6446 -18.7175 -3.5312 0.41 -0.30 -0.15
S -5.9074 -17.9981 -1.8364 1.32 0.79 -0.14
C -4.5820 -17.2199 -2.0503 -1.29 -0.81 0.14
C -0.8184 -14.4320 3.9429 -0.01 0.62 -1.19
C -0.1484 -15.6816 3.4675 0.48 -0.93 -0.24
C 0.7075 -15.3084 2.2712 1.18 1.93 -0.10
C -1.0987 -16.7113 2.9476 -2.17 0.24 0.77
Si 0.7219 -16.3200 5.0183 0.25 -0.44 0.88
Br 1.2137 -18.5223 4.7981 -0.46 -0.64 -0.11
C -0.2921 -16.2471 6.6565 -0.86 -0.46 1.21
C -1.7688 -16.7512 6.4665 1.16 -1.87 1.07
C 0.3158 -17.2631 7.7613 -0.06 1.11 -0.98
C -0.4790 -14.7928 7.1994 1.75 -0.40 0.50
C 2.5025 -15.7013 5.1791 -0.11 0.25 0.57
C 3.2639 -16.1503 6.4500 0.12 1.05 -0.25
C 2.6156 -14.1617 4.9962 1.84 -0.24 3.26
C 3.2793 -16.4047 4.0586 2.34 1.85 1.59
H -1.4429 -14.0314 3.1455 -0.16 0.13 0.01
H 0.0032 -13.7707 4.1143 0.28 1.16 0.41
H -1.4188 -14.5059 4.8083 -0.66 -0.24 0.63
H 0.1278 -14.6100 1.6035 0.42 -0.67 0.59
H 1.0680 -16.1122 1.6613 -0.11 -0.83 -0.23
H 1.6407 -14.7745 2.5699 -0.75 -0.07 -0.36
H -1.4812 -16.4358 1.9721 -0.24 0.37 -0.24
H -1.9865 -16.7825 3.6199 0.53 -0.31 -0.57
H -0.6249 -17.6464 2.8138 0.42 -1.20 0.04
H -1.7696 -17.8553 6.2001 -0.06 1.35 -0.39
H -2.2916 -16.1267 5.7681 -0.70 -0.02 -0.18
H -2.2357 -16.8030 7.4856 0.09 0.64 -0.85
H 0.0545 -18.2457 7.4304 0.03 -0.73 -0.40
H -0.1388 -17.2255 8.7664 0.16 0.77 -0.35
H 1.4101 -17.2218 7.7982 -0.37 0.03 0.35
H -1.0430 -14.1677 6.5495 -0.30 0.41 -0.61
H 0.4567 -14.2456 7.4674 -0.38 -0.50 -0.36
H -1.0480 -14.8267 8.1055 -0.41 -0.25 0.75
H 2.8770 -15.8676 7.4322 0.07 0.53 -0.28
H 4.3223 -15.8603 6.3197 -0.30 0.34 0.30
H 3.3122 -17.2002 6.4583 -0.16 -1.58 0.06
H 2.1669 -13.5254 5.8214 -0.01 -0.98 -0.93
H 2.2877 -13.8335 4.0665 -0.46 0.73 -1.53
H 3.7206 -13.9575 5.1448 -0.95 0.06 -0.61
H 3.6876 -17.3439 4.3567 -0.30 -0.86 0.09
H 4.1993 -15.7986 3.9340 -0.22 0.02 -0.28
H 2.8031 -16.4380 3.1498 -1.08 -0.35 -2.10
C 3.6847 -26.3202 3.5577 0.15 -1.98 0.84
C 5.1483 -26.1444 3.4740 2.27 1.77 0.19
C 5.9806 -26.1634 2.3756 -0.58 -0.95 -1.62
C 7.3121 -25.6551 2.4438 -0.52 0.39 1.59
N 7.7891 -25.2702 3.6028 0.84 -0.05 -0.13
C 7.0911 -25.3923 4.7594 0.13 0.13 -0.17
S 7.7095 -25.1142 6.2676 -0.03 -0.03 0.04
N 5.7614 -25.7145 4.6110 -1.71 -0.18 0.70
C 8.1534 -25.2967 1.2376 -0.43 -1.48 0.22
H 3.1580 -25.6186 2.9454 -0.38 0.26 -0.31
H 3.3127 -26.3368 4.6118 0.35 0.39 -0.85
H 3.5626 -27.3593 3.2228 -0.70 0.30 -0.30
H 5.6398 -26.5386 1.3956 -0.12 0.32 0.67
H 5.1428 -25.5985 5.4274 0.91 -0.09 -0.39
H 8.2060 -24.1961 1.3144 0.31 -0.58 -0.74
H 7.6263 -25.7413 0.3744 0.27 0.94 -0.06
H 9.1481 -25.8162 1.2507 -0.77 0.87 0.35
F -6.7803 -16.1920 5.1464 -2.02 0.14 0.53
C -5.6978 -16.2279 4.4589 1.88 -1.72 -1.91
F -6.0291 -16.4846 3.0809 0.20 -0.25 2.36
F -5.0707 -17.4183 4.9671 -0.18 1.64 -1.25
C -4.9035 -14.8361 4.4712 0.90 -1.95 -3.57
O -5.4207 -14.0911 5.2594 0.16 1.88 1.46
O -4.0795 -14.7567 3.4951 -0.80 0.21 2.41
```
Forces are in eV/Å.



# 3
DFT (the ωB97M-V functional and the def2-TZVPD basis) results for a structure of composition C3H3LiNaO3.

- Total energy: -13903.057 eV
- Largest force on an atom: 0.09181 hartree/bohr
- Orbital gap (spin up / spin down): 8.8 / 7.6 eV
- M: 116.98 g mol⁻¹
- 2S+1: 2
- Expectation value of S²: 0.754
- Net charge: +2
- HOMO level (spin up / spin down): -17.4 / -17.5 eV

XYZ file:
```
11
Properties=species:S:1:pos:R:3:forces:R:3
H -0.9041 -1.5537 0.7101 2.41 2.13 -1.33
C -0.9459 -2.1096 -1.0652 -3.75 1.56 2.41
C 0.0592 -1.4695 -0.1909 -0.83 -2.40 2.61
O 0.8893 -0.5836 -0.9797 0.17 1.37 0.55
C 0.8830 0.6618 -0.7868 0.15 -0.59 -0.42
O 0.2571 1.3610 -0.0129 0.00 0.90 0.54
O -1.8600 -2.5342 -0.3332 1.06 -0.90 -2.39
Li 0.8160 3.3349 -0.2094 0.09 0.01 -0.31
H -1.2152 -1.5561 -1.9834 0.54 -1.54 -0.93
H 0.7108 -2.1249 0.3979 0.40 -0.23 -0.96
Na -0.8142 1.0428 2.1126 -0.24 -0.31 0.22
```
Forces are in eV/Å.



# 4
DFT (the ωB97M-V functional and the def2-TZVPD basis) results for a cluster of 2 separate species, C2H4O4P2 in total.

- Total energy: -28904.740 eV
- Largest force on an atom: 0.09414 hartree/bohr
- Orbital gap: 5.7 eV
- M: 154.00 g mol⁻¹
- 2S+1: 1
- Net charge: -2
- HOMO level: 1.2 eV

XYZ file:
```
12
Properties=species:S:1:pos:R:3:forces:R:3
C -0.5297 0.3991 1.3914 1.07 0.24 -2.19
C 0.1094 -0.9755 -0.7300 1.91 2.41 -3.74
O 1.6931 -1.5645 1.4834 0.21 0.18 0.58
O -1.5753 1.5055 -1.2186 0.38 0.57 -0.41
O 2.3304 0.6019 0.3576 -0.88 1.06 -1.29
O -2.5098 -0.6892 -0.3770 0.61 0.31 -0.64
P 0.9706 -0.4794 0.7559 -0.66 1.30 -0.33
P -1.1548 0.3222 -0.4103 0.70 -1.01 3.30
H -0.4407 1.3807 1.9287 -0.06 -0.86 -0.49
H 0.9752 -0.4790 -1.8591 -2.40 -1.35 3.01
H 2.1705 1.3002 -0.3754 -0.27 -2.04 1.93
H -2.0388 -1.3219 -0.9465 -0.61 -0.80 0.27
```
Forces are in eV/Å.